C75H167N7O22 | ωB97M-V/def2-TZVPD

Structure (XYZ):
```
271
Properties=species:S:1:pos:R:3
C -1.464 1.224 -2.708
C -0.366 0.410 -1.958
C 1.073 1.074 -2.022
C 1.192 2.294 -1.144
C 0.911 1.837 0.288
C -0.512 1.276 0.492
N -0.698 0.144 -0.511
O -2.024 -0.350 -0.432
C -0.562 0.495 1.786
C -1.574 2.421 0.449
C -0.362 -0.945 -2.672
H -2.501 0.879 -2.630
H -1.177 1.269 -3.796
H -1.419 2.252 -2.302
H 1.732 0.309 -1.605
H 1.233 1.308 -3.109
H 0.494 3.039 -1.539
H 2.176 2.769 -1.168
H 1.140 2.583 1.035
H 1.738 1.130 0.527
H -1.545 0.017 1.780
H 0.236 -0.239 1.922
H -0.505 1.119 2.662
H -2.553 2.032 0.112
H -1.748 2.731 1.459
H -1.295 3.202 -0.253
H -0.358 -0.924 -3.770
H -1.267 -1.472 -2.342
H 0.426 -1.556 -2.298
H -1.947 -1.285 -0.350
C 3.669 6.334 1.518
C 2.201 5.954 1.509
C 1.828 4.768 2.481
C 1.791 5.130 3.984
C 0.821 6.262 4.145
C 1.138 7.503 3.313
N 1.294 7.058 1.885
O 1.414 8.110 1.020
C -0.132 8.415 3.281
C 2.390 8.302 3.776
C 1.854 5.543 0.088
H 3.946 6.916 0.698
H 4.236 5.437 1.243
H 4.086 6.826 2.393
H 0.815 4.497 2.307
H 2.442 3.902 2.167
H 2.792 5.308 4.379
H 1.414 4.175 4.442
H 0.603 6.581 5.177
H -0.077 5.904 3.601
H -0.902 7.810 2.776
H -0.487 8.732 4.272
H 0.052 9.293 2.693
H 2.245 8.696 4.793
H 3.282 7.740 3.884
H 2.635 9.195 3.218
H 2.372 4.679 -0.317
H 2.060 6.410 -0.609
H 0.780 5.313 0.032
H 2.328 8.374 1.048
C 3.714 -2.349 -2.125
C 3.744 -3.256 -3.359
C 5.144 -3.763 -3.718
C 5.722 -4.770 -2.748
C 4.818 -5.979 -2.678
C 3.399 -5.577 -2.343
N 2.947 -4.468 -3.241
O 1.589 -4.100 -2.918
C 2.543 -6.795 -2.729
C 3.198 -5.363 -0.871
C 3.155 -2.434 -4.520
H 4.529 -2.556 -1.420
H 2.751 -2.446 -1.630
H 3.842 -1.314 -2.404
H 5.067 -4.178 -4.741
H 5.865 -2.974 -3.856
H 5.795 -4.404 -1.749
H 6.757 -5.028 -3.092
H 5.214 -6.701 -2.005
H 4.831 -6.441 -3.692
H 3.026 -7.704 -2.401
H 1.529 -6.826 -2.323
H 2.499 -6.939 -3.862
H 2.190 -4.989 -0.737
H 3.226 -6.285 -0.340
H 3.778 -4.573 -0.399
H 2.098 -2.156 -4.326
H 3.141 -3.157 -5.341
H 3.698 -1.503 -4.708
H 1.090 -4.317 -3.744
C 0.317 -3.601 0.316
C -0.984 -4.531 0.238
C -0.687 -6.015 0.596
C -0.480 -6.215 2.108
C -1.707 -5.848 2.910
C -1.992 -4.356 2.607
N -2.115 -4.159 1.106
O -2.455 -2.808 0.790
C -3.399 -4.021 3.116
C -1.009 -3.302 3.224
C -1.571 -4.489 -1.166
H 0.735 -3.468 -0.661
H 1.107 -3.815 1.022
H -0.117 -2.609 0.598
H -1.570 -6.551 0.220
H 0.159 -6.318 0.029
H 0.386 -5.568 2.399
H -0.158 -7.229 2.212
H -1.596 -5.974 3.993
H -2.545 -6.518 2.603
H -4.183 -4.675 2.717
H -3.468 -4.198 4.186
H -3.734 -2.998 2.938
H -1.464 -2.295 3.028
H -1.012 -3.468 4.299
H 0.036 -3.265 2.857
H -2.448 -5.073 -1.252
H -0.841 -4.944 -1.853
H -1.694 -3.464 -1.543
H -2.316 -2.274 1.546
C -3.307 -0.089 4.323
O -3.510 -0.692 3.055
C -4.647 -0.261 2.384
C -4.591 1.243 2.056
O -5.579 1.982 2.745
C -5.925 3.248 2.331
C -4.648 4.162 2.172
O -3.907 3.981 3.393
C -2.791 4.774 3.458
H -2.910 0.972 4.311
H -2.555 -0.687 4.846
H -4.221 -0.115 4.895
H -5.556 -0.451 2.924
H -4.720 -0.901 1.490
H -4.727 1.350 0.980
H -3.569 1.600 2.210
H -6.635 3.630 3.063
H -6.339 3.161 1.308
H -4.904 5.175 2.002
H -3.997 3.924 1.319
H -1.940 4.388 2.880
H -2.510 4.838 4.537
H -3.013 5.807 3.116
C -3.774 -6.896 -9.084
O -4.116 -5.803 -8.282
C -3.161 -4.837 -8.283
C -3.541 -3.757 -7.301
O -3.691 -4.234 -5.961
C -2.573 -4.848 -5.391
C -1.314 -3.879 -5.374
O -0.127 -4.576 -4.941
C 0.538 -5.229 -6.053
H -3.652 -6.650 -10.142
H -4.582 -7.655 -9.159
H -2.894 -7.410 -8.682
H -3.068 -4.371 -9.298
H -2.194 -5.362 -8.143
H -4.510 -3.364 -7.568
H -2.772 -2.968 -7.448
H -2.289 -5.681 -5.984
H -2.829 -5.146 -4.336
H -1.383 -2.990 -4.729
H -1.075 -3.432 -6.348
H -0.151 -5.631 -6.823
H 1.091 -6.083 -5.698
H 1.202 -4.479 -6.411
C 0.872 0.739 5.190
O 0.137 0.183 6.225
C -0.683 1.026 7.049
C 0.145 1.774 8.104
O -0.568 2.642 8.966
C -0.835 2.048 10.261
C -2.066 2.680 10.880
O -3.145 2.051 10.160
C -4.417 2.612 10.214
H 1.224 -0.152 4.621
H 1.756 1.334 5.435
H 0.263 1.386 4.508
H -1.388 0.392 7.491
H -1.274 1.672 6.409
H 0.933 2.315 7.668
H 0.658 1.061 8.757
H 0.052 2.265 10.831
H -1.037 0.985 10.225
H -2.047 3.779 10.724
H -2.051 2.460 11.941
H -4.783 2.794 11.218
H -5.080 1.889 9.757
H -4.525 3.488 9.589
C 2.665 -1.397 2.404
O 3.949 -1.726 2.837
C 4.337 -2.940 2.368
C 5.780 -3.151 2.601
O 6.495 -2.261 1.813
C 7.931 -2.357 1.859
C 8.660 -1.303 2.785
O 8.423 -1.486 4.122
C 8.625 -0.347 4.913
H 2.601 -0.338 2.567
H 1.928 -1.934 3.077
H 2.467 -1.704 1.386
H 4.066 -3.071 1.281
H 3.746 -3.750 2.810
H 6.081 -4.121 2.295
H 5.963 -3.005 3.660
H 8.299 -2.316 0.864
H 8.233 -3.356 2.208
H 8.499 -0.299 2.413
H 9.739 -1.464 2.533
H 9.653 0.137 4.801
H 8.458 -0.673 5.956
H 7.859 0.424 4.678
C -6.070 -2.864 -0.820
O -5.659 -1.984 -1.868
C -5.406 -0.619 -1.498
C -5.556 0.249 -2.726
O -4.473 0.329 -3.624
C -4.117 -0.904 -4.261
C -2.943 -0.634 -5.144
O -3.307 0.272 -6.190
C -2.276 0.853 -6.927
H -6.999 -2.500 -0.303
H -5.196 -2.897 -0.174
H -6.255 -3.823 -1.301
H -4.396 -0.517 -1.102
H -6.115 -0.312 -0.691
H -5.610 1.283 -2.388
H -6.493 -0.030 -3.230
H -4.991 -1.152 -4.856
H -3.924 -1.677 -3.508
H -2.609 -1.575 -5.540
H -2.137 -0.182 -4.579
H -1.326 0.952 -6.338
H -2.592 1.844 -7.228
H -2.049 0.376 -7.922
C 5.175 2.218 1.062
O 3.977 2.231 1.101
N 5.995 1.383 0.410
C 7.447 1.609 0.334
C 5.458 0.255 -0.380
H 5.772 2.999 1.485
H 7.751 2.163 1.239
H 7.768 2.167 -0.557
H 7.895 0.619 0.357
H 5.630 -0.641 0.177
H 4.451 0.397 -0.659
H 6.061 0.233 -1.283
C -4.002 3.247 -3.364
O -3.981 3.751 -2.223
N -4.385 3.855 -4.490
C -4.487 3.102 -5.740
C -5.004 5.166 -4.429
H -3.627 2.201 -3.561
H -5.526 2.911 -5.916
H -3.893 2.204 -5.765
H -4.195 3.826 -6.547
H -5.979 5.255 -4.908
H -5.173 5.454 -3.372
H -4.307 5.876 -4.920
C -0.525 3.729 -4.632
O 0.016 2.889 -5.281
N -0.019 4.551 -3.666
C -0.752 5.712 -3.238
C 1.419 4.633 -3.531
H -1.623 3.857 -4.749
H -1.791 5.493 -3.484
H -0.449 6.605 -3.776
H -0.627 5.952 -2.157
H 1.869 5.442 -4.128
H 1.615 4.925 -2.509
H 1.855 3.688 -3.761
```

Results
Energy = -135944.084 eV
SMILES = CC1(C)CCCC(C)(C)N1O.CC1(C)CCCC(C)(C)N1O.CC1(C)CCCC(C)(C)N1O.CC1(C)CCCC(C)(C)N1O.COCCOCCOC.COCCOCCOC.COCCOCCOC.COCCOCCOC.COCCOCCOC.CN(C)C=O.CN(C)C=O.CN(C)C=O
LUMO = 0.0183 hartree